Record 1
ORCA calculation (ωB97M-V with the def2-TZVPD basis set) on a molecular structure, C46H46BrN3O3PZr in a non-equilibrium geometry.

Structure (XYZ):
```
101
Properties=species:S:1:pos:R:3
Zr -0.549 0.112 0.175
O -1.188 1.685 3.666
C -1.774 1.337 2.665
O -1.295 1.433 1.466
C -3.164 0.707 2.712
P -3.148 -0.597 1.389
C -4.945 -0.978 1.477
C -5.475 -2.066 2.159
C -6.847 -2.210 2.269
C -7.700 -1.278 1.704
C -7.177 -0.202 1.004
C -5.807 -0.059 0.883
C -2.518 -2.109 2.212
C -2.475 -3.212 1.357
C -2.114 -4.456 1.834
C -1.752 -4.602 3.163
C -1.771 -3.508 4.012
C -2.163 -2.262 3.546
H -3.891 1.469 2.403
H -3.434 0.349 3.710
H -4.829 -2.799 2.616
H -7.245 -3.055 2.808
H -8.769 -1.391 1.806
H -7.841 0.523 0.557
H -5.394 0.779 0.334
H -2.748 -3.077 0.314
H -2.120 -5.307 1.172
H -1.465 -5.571 3.541
H -1.492 -3.625 5.049
H -2.186 -1.418 4.219
C 1.377 -1.307 3.973
C 1.682 -2.633 3.702
C 1.259 -3.177 2.507
C 0.546 -2.394 1.590
N 0.223 -1.117 1.889
C 0.652 -0.591 3.039
C 0.237 -2.863 0.231
C 0.478 -4.190 -0.141
C 0.425 -4.564 -1.468
C 0.204 -3.599 -2.436
C -0.085 -2.294 -2.059
C -0.154 -1.883 -0.719
H 1.694 -0.831 4.883
H 2.244 -3.225 4.408
H 1.515 -4.195 2.271
H 0.396 0.441 3.248
H 0.706 -4.945 0.594
H 0.595 -5.592 -1.745
H 0.255 -3.875 -3.480
H -0.238 -1.557 -2.848
C 4.550 5.640 -1.558
C 4.763 4.354 -2.371
C 4.322 4.583 -3.824
C 6.257 4.025 -2.371
C 3.913 3.248 -1.765
C 2.532 3.386 -1.779
C 1.765 2.386 -1.235
Br -0.163 2.488 -1.325
C 2.240 1.221 -0.612
O 1.360 0.399 -0.064
C 3.648 1.062 -0.645
C 4.417 2.079 -1.208
C 4.395 -0.176 -0.144
C 5.416 0.230 0.930
C 3.482 -1.244 0.464
C 5.132 -0.816 -1.333
H 5.140 6.447 -1.986
H 4.863 5.494 -0.527
H 3.507 5.944 -1.561
H 4.930 5.362 -4.278
H 3.283 4.895 -3.884
H 4.441 3.671 -4.405
H 6.807 4.849 -2.819
H 6.461 3.132 -2.956
H 6.632 3.889 -1.360
H 2.047 4.249 -2.201
H 5.486 1.946 -1.205
H 4.916 0.697 1.777
H 6.152 0.927 0.541
H 5.944 -0.654 1.282
H 2.974 -0.856 1.346
H 4.084 -2.100 0.765
H 2.739 -1.585 -0.257
H 5.852 -0.131 -1.772
H 4.424 -1.112 -2.104
H 5.668 -1.700 -0.995
N -3.519 -0.243 -3.369
C -2.764 -0.749 -2.374
N -2.455 0.134 -1.448
C -3.115 1.296 -1.830
C -3.258 2.520 -1.176
C -3.967 3.508 -1.829
C -4.545 3.295 -3.085
C -4.465 2.076 -3.723
C -3.759 1.077 -3.068
H -3.825 -0.731 -4.197
H -2.492 -1.788 -2.332
H -2.839 2.681 -0.191
H -4.083 4.474 -1.365
H -5.084 4.101 -3.558
H -4.942 1.900 -4.675
```

Calculated values
ΔE to the lowest compared entry with this formula, charge and spin = 16.4 kcal per mole
lowest unoccupied orbital energy = -2.883 eV
gap between HOMO and LUMO = 7.63 eV
net charge = +1

Record 2
ORCA calculation (ωB97M-V with the def2-TZVPD basis set) on a molecular structure, C46H46Cl3N6O3PdTe.

Structure (XYZ):
```
106
Properties=species:S:1:pos:R:3
Pd -0.060 0.940 -0.631
Cl -1.652 6.093 -0.775
C -0.923 4.887 0.207
C -0.361 5.207 1.432
C 0.203 4.188 2.180
C 0.204 2.900 1.681
N -0.333 2.602 0.497
C -0.890 3.579 -0.234
H -0.367 6.229 1.785
H 0.643 4.390 3.146
H 0.632 2.085 2.243
H -1.334 3.304 -1.180
Cl -0.736 -4.554 -6.203
C 0.704 -4.696 -5.253
C 1.467 -5.843 -5.381
C 2.596 -6.020 -4.599
C 2.964 -5.041 -3.692
C 2.197 -3.895 -3.583
Cl 2.693 -2.665 -2.454
C 1.046 -3.676 -4.349
N 0.248 -2.556 -4.142
C -0.097 -1.623 -5.142
C 0.578 -1.578 -6.360
C 0.216 -0.668 -7.339
C -0.832 0.212 -7.116
C -1.498 0.172 -5.902
C -1.143 -0.729 -4.905
C -1.935 -0.754 -3.617
C -1.244 -0.092 -2.470
O -1.829 0.771 -1.743
O -0.031 -0.372 -2.172
H 1.156 -6.605 -6.083
H 3.187 -6.920 -4.695
H 3.850 -5.150 -3.082
H 0.319 -2.151 -3.219
H 1.399 -2.262 -6.532
H 0.760 -0.648 -8.274
H -1.129 0.918 -7.880
H -2.324 0.852 -5.726
H -2.139 -1.793 -3.331
H -2.882 -0.235 -3.752
C -2.329 -5.947 -2.754
C -2.352 -4.690 -1.935
C -3.516 -3.948 -1.775
C -3.554 -2.807 -0.986
C -4.859 -2.050 -0.887
C -2.374 -2.377 -0.344
C -2.452 -1.179 0.491
O -1.536 -0.540 0.979
C -1.177 -3.108 -0.518
C 0.107 -2.728 0.160
C -1.192 -4.245 -1.307
H -3.305 -6.167 -3.182
H -2.022 -6.792 -2.134
H -1.607 -5.859 -3.566
H -4.424 -4.276 -2.268
H -5.627 -2.556 -1.468
H -4.760 -1.033 -1.271
H -5.215 -1.984 0.142
H -3.475 -0.825 0.684
H -0.029 -2.716 1.242
H 0.433 -1.733 -0.136
H 0.891 -3.447 -0.075
H -0.274 -4.814 -1.425
Te 1.065 -0.625 3.230
C 2.166 -4.280 2.681
C 1.074 -5.111 2.663
C 1.042 -6.096 1.675
C 2.091 -6.210 0.769
C 3.182 -5.351 0.835
C 3.228 -4.360 1.817
C 1.767 -2.096 4.553
C 0.851 -2.805 5.331
C 1.292 -3.808 6.180
C 2.647 -4.088 6.287
C 3.570 -3.346 5.560
C 3.134 -2.360 4.692
H 0.266 -5.015 3.379
H 0.198 -6.773 1.617
H 2.065 -6.981 0.009
H 4.001 -5.460 0.135
H 4.079 -3.690 1.892
H -0.206 -2.577 5.258
H 0.577 -4.367 6.771
H 2.986 -4.879 6.943
H 4.630 -3.541 5.670
H 3.852 -1.776 4.128
C 5.763 1.294 1.754
C 6.347 1.097 0.356
C 6.722 2.432 -0.285
C 5.406 0.248 -0.511
N 4.029 0.748 -0.568
C 2.939 0.215 -0.032
N 1.932 1.011 -0.302
N 2.436 2.048 -1.035
N 3.691 1.893 -1.187
H 6.507 1.746 2.410
H 5.454 0.346 2.203
H 4.900 1.964 1.730
H 7.258 0.499 0.440
H 5.848 3.056 -0.460
H 7.229 2.284 -1.241
H 7.399 2.977 0.374
H 5.334 -0.756 -0.097
H 5.773 0.182 -1.534
H 2.892 -0.699 0.537
```

Calculated values
expectation value of S² = 2.017
ΔE to the lowest compared entry with this formula, charge and spin = 58.3 kcal per mole
lowest unoccupied orbital energy (alpha / beta) = -3.017 / -4.113 eV
2S+1 = 3
gap between HOMO and LUMO (alpha / beta) = 6.88 / 5.79 eV
net charge = +1

Record 3
ORCA calculation (ωB97M-V with the def2-TZVPD basis set) on a molecular structure, C46H46CoN5O4PS2.

Structure (XYZ):
```
105
Properties=species:S:1:pos:R:3
Co 0.124 -0.130 0.156
O 3.228 1.149 1.577
C 2.155 1.459 2.009
O 1.027 0.764 1.751
C 1.853 2.656 2.851
C 2.859 3.469 3.347
C 2.512 4.564 4.124
C 1.174 4.839 4.391
C 0.167 4.029 3.887
C 0.512 2.929 3.111
P -0.633 1.704 2.453
C -2.155 2.559 2.016
C -3.349 1.834 1.933
C -4.482 2.417 1.395
C -4.434 3.720 0.914
C -3.245 4.435 0.959
C -2.105 3.855 1.490
C -1.027 0.542 3.775
C -0.417 -0.704 3.865
C -0.714 -1.546 4.927
C -1.610 -1.147 5.904
C -2.220 0.101 5.822
C -1.930 0.944 4.764
H 3.890 3.235 3.122
H 3.283 5.204 4.526
H 0.914 5.694 5.000
H -0.870 4.254 4.100
H -3.390 0.809 2.278
H -5.402 1.850 1.345
H -5.321 4.175 0.496
H -3.205 5.445 0.574
H -1.178 4.415 1.505
H 0.275 -1.039 3.108
H -0.256 -2.523 4.969
H -1.840 -1.807 6.728
H -2.918 0.418 6.584
H -2.409 1.913 4.708
C 2.765 4.028 -5.052
C 3.042 2.537 -4.867
C 2.471 1.777 -6.070
C 4.559 2.319 -4.794
C 2.422 1.989 -3.586
C 1.782 2.792 -2.645
C 1.247 2.213 -1.508
N 1.330 0.913 -1.253
C 1.961 0.127 -2.131
C 2.498 0.628 -3.302
C 2.032 -1.306 -1.741
C 2.862 -2.212 -2.364
C 2.912 -3.539 -1.932
C 2.096 -3.876 -0.862
C 1.288 -2.915 -0.278
N 1.249 -1.654 -0.705
C 3.807 -4.544 -2.645
C 5.225 -3.973 -2.778
C 3.881 -5.872 -1.895
C 3.218 -4.790 -4.041
H 3.197 4.359 -5.996
H 3.215 4.628 -4.261
H 1.696 4.243 -5.086
H 2.898 2.178 -6.989
H 1.387 1.881 -6.127
H 2.708 0.714 -6.036
H 5.030 2.701 -5.700
H 4.809 1.261 -4.709
H 4.992 2.839 -3.940
H 1.683 3.856 -2.783
H 0.726 2.813 -0.771
H 2.973 -0.043 -4.002
H 3.487 -1.886 -3.182
H 2.072 -4.875 -0.459
H 0.646 -3.161 0.558
H 5.631 -3.687 -1.808
H 5.258 -3.103 -3.432
H 5.883 -4.727 -3.211
H 4.243 -5.743 -0.874
H 4.572 -6.538 -2.409
H 2.914 -6.374 -1.857
H 3.165 -3.866 -4.619
H 2.213 -5.208 -3.975
H 3.844 -5.494 -4.589
N -7.542 -2.285 3.205
C -6.281 -2.410 2.683
C -6.069 -3.111 1.492
C -4.800 -3.211 0.954
C -3.722 -2.609 1.593
C -3.921 -1.917 2.785
C -5.185 -1.810 3.320
S -2.122 -2.744 0.891
O -1.185 -3.220 1.878
O -2.267 -3.483 -0.336
N -1.659 -1.224 0.589
C -2.322 -0.474 -0.336
S -3.893 -0.618 -1.023
C -3.603 0.833 -1.924
C -2.372 1.315 -1.667
N -1.646 0.575 -0.766
H -8.266 -2.890 2.863
H -7.643 -1.986 4.158
H -6.908 -3.576 0.992
H -4.637 -3.743 0.029
H -3.082 -1.474 3.297
H -5.336 -1.271 4.247
H -4.346 1.230 -2.591
H -1.942 2.207 -2.094
```

Calculated values
expectation value of S² = 6.018
ΔE to the lowest compared entry with this formula, charge and spin = 0.0 kcal per mole
lowest unoccupied orbital energy (alpha / beta) = -2.373 / -3.709 eV
2S+1 = 5
gap between HOMO and LUMO (alpha / beta) = 7.47 / 6.40 eV
net charge = +1

Record 4
ORCA calculation (ωB97M-V with the def2-TZVPD basis set) on a molecular structure, C46H46HfN7O.

Structure (XYZ):
```
101
Properties=species:S:1:pos:R:3
Hf 1.184 0.285 0.403
C -0.170 -3.460 -3.166
C 0.411 -2.252 -2.434
C 1.913 -2.421 -2.194
C 0.154 -0.940 -3.156
C 0.333 -0.858 -4.532
C 0.161 0.340 -5.203
C -0.175 1.484 -4.498
C -0.352 1.452 -3.118
C -0.730 2.706 -2.355
C -0.119 3.976 -2.944
C -2.254 2.833 -2.257
C -0.203 0.223 -2.460
N -0.330 0.160 -1.035
C -1.464 -0.467 -0.521
C -1.461 -0.838 0.800
N -0.315 -0.515 1.520
C -0.014 -1.075 2.799
C 1.030 -2.009 2.852
C 1.410 -2.508 4.093
C 0.769 -2.090 5.244
C -0.262 -1.165 5.173
C -0.669 -0.631 3.957
C -1.740 0.444 3.884
C -2.753 0.367 5.023
C -1.093 1.831 3.838
C 1.670 -2.572 1.591
C 0.980 -3.895 1.235
C 3.185 -2.726 1.649
C -2.674 -1.612 1.094
C -3.194 -2.294 2.162
C -4.435 -2.968 2.002
C -5.126 -2.969 0.819
C -4.599 -2.288 -0.311
C -5.163 -2.223 -1.614
C -4.506 -1.553 -2.614
C -3.257 -0.908 -2.409
C -2.699 -0.946 -1.158
C -3.390 -1.635 -0.131
H -0.066 -4.356 -2.552
H 0.341 -3.650 -4.111
H -1.230 -3.311 -3.373
H -0.079 -2.215 -1.458
H 2.469 -2.358 -3.132
H 2.142 -3.380 -1.729
H 2.302 -1.632 -1.529
H 0.607 -1.745 -5.090
H 0.295 0.385 -6.276
H -0.296 2.419 -5.029
H -0.356 2.595 -1.334
H -0.600 4.255 -3.883
H 0.951 3.862 -3.133
H -0.255 4.811 -2.255
H -2.693 2.907 -3.255
H -2.531 3.727 -1.698
H -2.694 1.968 -1.758
H 2.207 -3.237 4.166
H 1.074 -2.484 6.204
H -0.749 -0.849 6.086
H -2.287 0.311 2.950
H -2.310 0.650 5.979
H -3.172 -0.635 5.126
H -3.573 1.058 4.830
H -0.471 2.001 4.721
H -1.854 2.612 3.807
H -0.472 1.939 2.947
H 1.409 -1.922 0.710
H 1.165 -4.618 2.031
H 1.366 -4.308 0.303
H -0.099 -3.760 1.146
H 3.466 -3.403 2.455
H 3.691 -1.778 1.826
H 3.554 -3.165 0.721
H -2.689 -2.337 3.118
H -4.842 -3.499 2.852
H -6.069 -3.496 0.740
H -6.109 -2.708 -1.815
H -4.946 -1.515 -3.602
H -2.776 -0.409 -3.240
O 2.667 0.381 1.843
N 2.004 1.517 2.001
C 2.361 2.352 2.910
C 1.658 3.596 2.978
N 1.104 4.602 2.983
C 3.448 2.075 3.797
N 4.320 1.851 4.508
N 4.246 1.754 -2.579
C 3.533 0.765 -2.026
N 2.617 1.211 -1.192
C 2.716 2.611 -1.238
C 1.955 3.601 -0.615
C 2.293 4.914 -0.864
C 3.353 5.249 -1.722
C 4.097 4.281 -2.364
C 3.752 2.960 -2.103
H 4.986 1.629 -3.250
H 3.701 -0.274 -2.264
H 1.110 3.375 0.025
H 1.725 5.703 -0.391
H 3.581 6.292 -1.891
H 4.902 4.539 -3.038
```

Calculated values
ΔE to the lowest compared entry with this formula, charge and spin = 18.8 kcal per mole
lowest unoccupied orbital energy = -4.081 eV
gap between HOMO and LUMO = 5.26 eV
net charge = +1